Below is a structure of composition C44H98F6MgNO25S2, with properties calculated with ωB97M-V with the def2-TZVPD basis set.

```
177
Properties=species:S:1:pos:R:3:forces:R:3:mulliken_charge:R:1
Mg -19.132000 7.637840 -8.006530 -0.16 3.04 0.62 1.95
C -16.508190 4.443340 -9.164160 0.66 -0.88 0.59 0.67
F -15.640620 5.316340 -8.622600 -0.78 -0.34 -0.11 -0.12
F -16.564380 4.687110 -10.458310 -0.27 0.23 -0.17 -0.14
F -16.037820 3.188250 -9.001580 -0.80 1.42 0.13 -0.23
S -18.354890 4.575520 -8.480280 -2.24 -2.56 -0.87 0.67
O -19.217380 4.840700 -9.612540 1.10 1.37 0.13 -0.49
O -18.718750 3.268100 -7.916600 1.27 2.57 0.05 -0.58
N -18.414880 6.013310 -7.440340 1.60 -5.87 -1.43 -0.17
S -17.587560 5.478230 -6.195270 1.95 0.09 4.21 -0.10
O -16.778010 4.265510 -6.380700 -1.72 2.21 -0.06 -0.60
O -16.927880 6.627570 -5.584760 -0.88 -1.16 -0.56 -0.39
C -19.046570 5.012930 -4.943700 0.70 -1.93 -0.02 0.54
F -19.362980 6.090080 -4.217990 -0.05 -0.85 -0.53 -0.18
F -20.145160 4.544630 -5.630080 1.21 1.11 0.80 -0.14
F -18.648680 3.980990 -4.121150 -0.52 1.97 -1.21 -0.22
C -9.598170 14.544080 -9.922290 0.23 0.00 0.11 -0.74
O -9.527610 13.478030 -10.848110 -2.31 1.71 -0.04 -0.31
C -9.076510 12.324490 -10.295860 1.40 -3.10 -1.89 -0.53
C -9.443890 11.028120 -11.212940 -0.02 1.72 1.46 -0.58
O -10.803990 10.597230 -11.114420 -0.53 -1.26 1.27 -0.36
C -11.132010 9.768140 -9.896030 0.66 1.67 -1.40 -0.68
C -12.459150 9.040240 -9.805350 1.10 -1.85 -0.99 -0.23
O -12.439650 7.846100 -10.619990 0.64 0.38 -0.58 -0.41
C -13.169570 6.715670 -10.163170 0.08 1.43 0.30 -0.30
H -8.603060 14.868490 -9.617960 0.32 0.21 -0.24 0.31
H -10.062550 14.247350 -8.981870 -0.45 -0.19 -0.01 0.31
H -10.148480 15.375490 -10.362750 0.10 -0.15 -0.06 0.25
H -9.305840 12.079500 -9.258800 -0.39 0.50 0.21 0.41
H -8.001310 12.445380 -10.427900 0.68 -0.84 0.70 0.37
H -8.704450 10.272200 -10.948530 -0.20 -0.44 0.29 0.40
H -9.218440 11.283690 -12.248290 -0.47 0.10 -0.05 0.34
H -11.235560 10.435400 -9.040380 0.62 0.36 0.13 0.28
H -10.308000 9.068130 -9.757890 -0.08 -0.08 0.14 0.34
H -13.327410 9.671830 -9.993260 -0.11 0.02 -0.04 0.24
H -12.394920 8.683610 -8.777340 -0.59 0.20 0.43 0.36
H -12.931110 5.806030 -10.714340 0.08 0.40 -0.37 0.34
H -14.208720 7.016050 -10.297460 -0.44 -0.75 0.32 -0.08
H -12.912010 6.524140 -9.121490 -0.32 -0.07 0.30 0.31
C -23.747740 -2.051430 0.620150 -1.89 0.08 0.29 -0.64
O -22.730700 -2.569710 1.406440 0.99 -0.86 -0.78 -0.37
C -21.431130 -2.387520 0.833260 -0.45 1.62 0.49 -0.44
C -21.131760 -2.835460 -0.574820 -1.53 -1.07 -1.13 -0.54
O -21.826940 -2.197410 -1.704010 1.90 0.62 0.14 -0.37
C -20.999570 -1.086560 -2.254960 -1.73 -0.69 1.26 -0.35
C -21.704010 -0.515270 -3.475940 0.10 1.08 0.42 -0.56
O -21.046030 0.728130 -3.760410 1.21 -0.87 0.58 -0.20
C -21.456910 1.464630 -4.860830 -0.77 0.48 0.00 -0.55
H -23.642430 -1.001700 0.346140 0.52 0.13 -0.20 0.27
H -24.646750 -2.082330 1.235720 -0.05 0.02 0.23 0.28
H -24.028180 -2.645390 -0.249710 0.55 -0.03 -0.30 0.24
H -20.766170 -2.901560 1.527290 0.22 0.17 -0.17 0.32
H -21.303700 -1.305510 0.866830 0.64 0.33 0.25 0.33
H -21.510450 -3.857510 -0.584430 0.23 -0.32 -0.43 0.35
H -20.063030 -2.846660 -0.788810 0.08 0.05 0.29 0.43
H -19.981230 -1.370380 -2.520550 0.01 -0.37 0.11 0.27
H -20.994090 -0.390450 -1.416200 0.40 0.59 -0.40 0.28
H -22.730840 -0.227230 -3.250640 -0.32 -0.57 0.06 0.35
H -21.662540 -1.256150 -4.274370 -0.02 0.18 -0.34 0.26
H -21.137250 1.075220 -5.827410 -0.05 -0.30 -0.06 0.32
H -21.080760 2.484120 -4.775720 0.34 -0.19 0.17 -0.06
H -22.539380 1.582410 -4.810880 -0.39 -0.16 -0.44 0.32
C -15.401060 3.322200 -1.804570 0.03 -0.13 1.77 -0.97
O -15.516470 4.328850 -2.729560 -0.79 0.52 -1.81 -0.04
C -14.394110 5.032660 -3.174650 0.28 0.56 0.46 -0.77
C -13.831580 6.038090 -2.139030 0.20 -2.57 1.28 -0.44
O -13.441930 7.227110 -2.708270 1.08 1.10 0.53 -0.14
C -12.560350 8.078960 -1.915560 0.27 -0.25 -1.70 -0.61
C -11.141090 7.557780 -1.617970 0.13 -1.51 1.19 -0.70
O -10.593180 6.731570 -2.606710 -0.55 0.17 -1.22 -0.28
C -9.514430 5.879190 -2.287440 -0.67 -0.36 0.37 -0.79
H -15.544650 3.816610 -0.843820 0.09 -0.43 0.65 0.36
H -14.457260 2.779230 -1.754280 0.35 0.13 -0.44 0.34
H -16.192820 2.578980 -1.898500 -0.10 0.17 -0.38 0.23
H -14.698310 5.564640 -4.076070 0.07 -0.04 -0.05 0.10
H -13.569300 4.352110 -3.385950 -0.06 -0.21 -0.44 0.52
H -13.087520 5.428620 -1.626160 1.71 0.40 -0.56 0.49
H -14.397610 6.032770 -1.207530 -1.58 1.25 -0.21 0.41
H -13.061040 8.364720 -0.990490 0.10 0.05 0.12 0.40
H -12.388770 8.947270 -2.551710 -0.59 0.14 0.01 0.26
H -11.217470 6.971660 -0.702150 0.12 -0.25 0.38 0.34
H -10.435000 8.355230 -1.386450 -0.28 0.57 -0.02 0.48
H -8.555390 6.387770 -2.189020 0.02 0.13 -0.12 0.30
H -9.495750 5.099210 -3.048610 0.27 0.36 -0.30 0.25
H -9.716710 5.314190 -1.377520 -0.02 0.18 0.47 0.34
C -21.013500 8.498350 -5.676470 0.26 -0.52 0.88 -1.34
O -19.683770 8.439730 -6.228440 -0.23 -0.22 -0.47 1.01
C -18.659220 9.097380 -5.444190 -0.65 1.30 1.28 -1.45
C -17.358790 9.460810 -6.219730 -1.41 -1.23 0.62 -0.98
O -17.601860 8.861830 -7.510000 1.71 0.72 0.19 0.68
C -16.439950 8.758450 -8.320230 -0.26 0.59 -0.90 -0.71
C -16.904860 8.498030 -9.763460 -0.31 -1.04 1.16 -0.88
O -18.219110 7.842000 -9.693480 2.36 0.82 -1.07 0.63
C -18.522050 7.357400 -10.983910 -0.28 -0.73 -0.54 -1.14
H -21.044580 7.721830 -4.912170 -0.18 0.32 0.40 0.25
H -21.836570 8.243480 -6.344080 0.67 -0.06 -0.82 0.36
H -21.292100 9.474250 -5.278850 0.55 0.11 0.12 0.25
H -18.459250 8.553540 -4.520960 0.15 -0.30 -0.33 0.35
H -19.127400 10.026210 -5.118300 0.13 0.20 0.01 0.83
H -16.494950 9.022010 -5.720400 -0.05 -0.35 -0.22 0.24
H -17.195250 10.538420 -6.209360 -0.24 0.15 -0.70 0.49
H -15.758350 7.981960 -7.972990 -0.15 -0.09 0.21 0.23
H -15.916860 9.714010 -8.357640 0.20 0.08 0.38 0.71
H -16.185640 7.795760 -10.184920 -0.15 -0.01 -0.37 -0.11
H -16.961700 9.380140 -10.401230 -0.23 0.07 0.16 0.51
H -18.217780 8.095240 -11.726270 -0.60 0.24 -0.11 0.60
H -19.580540 7.101530 -10.936600 0.15 0.08 -0.64 0.00
H -17.949310 6.460830 -11.221050 -0.10 -0.10 0.17 -0.03
C -16.636080 3.113090 -12.999920 -0.14 0.03 0.19 -0.81
O -17.288640 4.067650 -13.798360 -0.16 0.38 0.85 -0.02
C -16.804180 4.066760 -15.121920 -1.67 -0.42 0.47 -0.76
C -17.785610 4.926190 -15.910820 -0.12 -0.70 -0.05 -0.45
O -18.989330 4.126610 -16.207350 1.55 1.54 0.46 -0.39
C -20.091660 4.924060 -16.627150 -1.32 -0.93 0.39 -0.61
C -20.903640 5.681120 -15.508930 0.88 -0.04 -0.48 -0.35
O -21.489730 4.811650 -14.559750 0.03 0.40 -0.21 -0.41
C -20.648460 4.208640 -13.607730 -0.27 -0.84 0.71 -0.28
H -16.341690 2.263190 -13.615640 0.12 -0.22 0.16 0.46
H -17.317650 2.781680 -12.216510 -0.09 -0.04 -0.08 0.17
H -15.768170 3.549300 -12.505410 0.31 -0.08 -0.12 0.22
H -16.962210 3.031540 -15.424350 0.57 -0.11 -0.80 0.42
H -15.751720 4.350340 -15.118620 0.03 0.25 -0.52 0.37
H -17.259440 5.282200 -16.796540 -0.43 -0.06 -0.51 0.45
H -18.052200 5.796410 -15.311040 -0.07 0.03 0.08 0.20
H -20.804600 4.176440 -16.974830 -0.09 -0.15 -0.06 0.30
H -19.851510 5.475410 -17.536240 0.16 0.72 0.27 0.43
H -21.737440 6.249310 -15.921290 -0.08 -0.39 -0.56 0.39
H -20.314160 6.486120 -15.070090 0.48 -0.13 0.60 0.17
H -21.259530 3.517380 -13.027330 -0.30 -0.46 -0.52 0.35
H -20.347590 4.833400 -12.766750 0.61 0.94 -0.40 -0.08
H -19.816500 3.660290 -14.049610 0.03 0.28 0.12 0.25
C -16.848990 7.345390 -2.301620 -0.12 -0.55 0.21 -0.72
O -17.365580 8.649630 -2.577080 -1.12 -0.75 0.22 -0.44
C -16.405790 9.641020 -2.360400 0.77 -0.62 -0.17 -0.54
C -16.835840 11.129340 -2.408620 1.65 -0.05 1.05 -0.78
O -17.643240 11.639620 -3.427920 -0.48 -1.72 -0.08 -0.12
C -17.808500 13.022770 -3.447910 1.41 0.55 -1.60 -0.46
C -16.559940 13.759960 -4.134360 -0.21 0.17 -0.08 -0.61
O -16.340280 13.404300 -5.520180 -0.96 0.63 -0.01 -0.13
C -15.758290 14.460680 -6.295530 0.61 -0.50 -0.23 -0.93
H -15.962130 7.075940 -2.875180 -0.25 0.36 -0.51 0.10
H -17.616260 6.579850 -2.417200 -0.18 0.38 -0.65 0.23
H -16.542880 7.134230 -1.277020 0.06 0.93 0.58 0.54
H -15.554550 9.302550 -2.951110 0.34 0.93 -0.90 0.29
H -15.990020 9.442770 -1.372500 -0.07 0.67 0.65 0.50
H -15.910200 11.704810 -2.398360 0.71 -0.22 -0.43 0.39
H -17.111690 11.370340 -1.382010 -1.44 0.07 0.02 0.38
H -18.066390 13.417120 -2.465020 0.42 0.22 0.18 0.43
H -18.680280 13.170280 -4.085360 0.08 0.24 -0.12 -0.03
H -15.584680 13.625830 -3.666420 -0.15 -0.50 0.67 0.38
H -16.696600 14.839700 -4.074480 -0.49 0.17 0.03 0.51
H -16.179350 15.462150 -6.206830 -0.45 -0.11 0.57 0.35
H -15.804050 14.231610 -7.360200 -0.41 -0.46 0.06 0.24
H -14.685690 14.535610 -6.116590 0.17 0.08 0.43 0.35
C -20.828240 13.251490 -6.204150 -0.83 0.44 1.12 -0.96
O -20.168170 12.203520 -6.781190 1.43 -2.10 -2.36 0.00
C -20.026910 12.247030 -8.222030 0.60 -1.02 0.63 -1.02
C -19.229770 11.035650 -8.781820 -0.28 0.32 1.51 -0.73
O -19.902440 9.753760 -8.536940 -0.48 1.59 -1.10 0.24
C -20.855610 9.513320 -9.582070 0.03 -0.77 -0.42 -0.74
C -21.733750 8.288820 -9.270880 0.89 1.85 -0.17 -1.06
O -20.828370 7.345110 -8.769720 -2.10 -2.20 0.77 0.42
C -21.582640 6.156270 -8.346050 0.27 -0.57 -0.17 -0.87
H -21.624620 13.635700 -6.841540 0.06 0.40 -0.03 0.41
H -20.137300 14.004730 -5.825560 -0.02 0.49 -0.43 0.23
H -21.295270 12.830620 -5.313720 -0.26 0.13 0.12 0.27
H -19.412170 13.093780 -8.527310 -0.31 0.47 -0.03 0.46
H -21.014560 12.243470 -8.683160 -0.14 0.41 -0.04 0.41
H -18.237450 11.046370 -8.330950 -0.25 -0.50 0.64 0.18
H -18.949370 11.231880 -9.816690 -0.79 -0.32 -0.50 0.50
H -20.279440 9.206270 -10.454910 0.08 0.24 -0.30 0.12
H -21.467510 10.362250 -9.887030 0.03 0.20 0.41 0.55
H -22.124810 7.954700 -10.231890 -0.44 -0.14 0.13 0.42
H -22.502460 8.472380 -8.520220 -0.18 0.09 -0.18 0.44
H -22.094490 5.769280 -9.227150 0.30 -0.27 0.02 0.26
H -22.345520 6.302130 -7.581290 0.04 0.97 0.02 0.32
H -20.895300 5.440870 -7.894540 -0.04 0.07 -0.52 0.19
```
Forces are in eV/Å.

Output
relative energy (zero: lowest compared OMol25 entry of this formula, charge and spin)	623.5	kJ/mol
LUMO	-2.0	eV
E_tot	-5265.969620	hartree
charge	+1


Below is a structure of composition C6H8CuMgO6, with properties calculated with ωB97M-V with the def2-TZVPD basis set.

```
22
Properties=species:S:1:pos:R:3:forces:R:3:nbo_charge:R:1
Cu -1.691089 -2.643805 0.196539 0.35 0.36 -0.65 0.02
O -1.150939 -0.502549 -0.282301 1.12 -1.95 -0.41 -1.05
O -0.165502 -1.327648 1.554679 0.59 0.25 0.45 -0.58
C 1.153077 -1.703316 1.910527 -0.11 0.04 0.20 -0.10
C 1.937059 -1.547610 0.605566 0.27 -0.19 -0.11 -0.09
O 1.125854 -0.712084 -0.199832 0.29 -0.13 0.07 -0.61
C -0.076813 -0.341526 0.511461 -2.30 -0.86 -1.62 0.93
H 1.531957 -1.035473 2.698080 0.00 -0.18 -0.10 0.17
H 1.128487 -2.741806 2.259975 0.05 0.25 0.02 0.19
H 2.063657 -2.517708 0.101041 0.00 0.25 0.09 0.18
H 2.915771 -1.074897 0.759688 -0.16 -0.13 -0.04 0.18
Mg -0.194278 -1.282893 -2.097001 -0.29 0.86 1.08 0.98
O 0.275070 0.572285 -2.760765 -0.32 -0.73 0.05 -1.00
O -0.002243 0.932397 0.943487 -1.90 2.54 -0.77 -0.57
C -1.324286 1.642299 0.307438 1.82 1.56 3.56 -0.09
C -1.242076 2.069368 -1.151848 -1.27 -1.26 -1.03 -0.13
O 0.056741 2.454212 -1.603042 -0.45 0.31 0.79 -0.58
C 0.793233 1.678181 -2.472117 0.53 -0.19 -0.38 0.39
H -1.542453 2.616969 0.781535 2.09 0.52 0.57 0.16
H -2.042977 1.214565 1.021680 -0.79 -1.26 -2.07 0.22
H -1.887679 2.951280 -1.278384 0.22 -0.07 0.25 0.17
H -1.660570 1.299759 -1.806405 0.25 0.04 0.05 0.19
```
Forces are in eV/Å.

Output
LUMO (alpha / beta)	2.5 / 2.6	eV
E_tot	-2525.347632	hartree
charge	-1


Please write out number 2 again, unchanged.
Below is a structure of composition C6H8CuMgO6, with properties calculated with ωB97M-V with the def2-TZVPD basis set.

```
22
Properties=species:S:1:pos:R:3:forces:R:3:nbo_charge:R:1
Cu -1.691089 -2.643805 0.196539 0.35 0.36 -0.65 0.02
O -1.150939 -0.502549 -0.282301 1.12 -1.95 -0.41 -1.05
O -0.165502 -1.327648 1.554679 0.59 0.25 0.45 -0.58
C 1.153077 -1.703316 1.910527 -0.11 0.04 0.20 -0.10
C 1.937059 -1.547610 0.605566 0.27 -0.19 -0.11 -0.09
O 1.125854 -0.712084 -0.199832 0.29 -0.13 0.07 -0.61
C -0.076813 -0.341526 0.511461 -2.30 -0.86 -1.62 0.93
H 1.531957 -1.035473 2.698080 0.00 -0.18 -0.10 0.17
H 1.128487 -2.741806 2.259975 0.05 0.25 0.02 0.19
H 2.063657 -2.517708 0.101041 0.00 0.25 0.09 0.18
H 2.915771 -1.074897 0.759688 -0.16 -0.13 -0.04 0.18
Mg -0.194278 -1.282893 -2.097001 -0.29 0.86 1.08 0.98
O 0.275070 0.572285 -2.760765 -0.32 -0.73 0.05 -1.00
O -0.002243 0.932397 0.943487 -1.90 2.54 -0.77 -0.57
C -1.324286 1.642299 0.307438 1.82 1.56 3.56 -0.09
C -1.242076 2.069368 -1.151848 -1.27 -1.26 -1.03 -0.13
O 0.056741 2.454212 -1.603042 -0.45 0.31 0.79 -0.58
C 0.793233 1.678181 -2.472117 0.53 -0.19 -0.38 0.39
H -1.542453 2.616969 0.781535 2.09 0.52 0.57 0.16
H -2.042977 1.214565 1.021680 -0.79 -1.26 -2.07 0.22
H -1.887679 2.951280 -1.278384 0.22 -0.07 0.25 0.17
H -1.660570 1.299759 -1.806405 0.25 0.04 0.05 0.19
```
Forces are in eV/Å.

Output
LUMO (alpha / beta)	2.5 / 2.6	eV
E_tot	-2525.347632	hartree
charge	-1